A structure of composition C12H29BiN4O9P at a distorted geometry, computed with the ωB97M-V functional and the def2-TZVPD basis.

Structure (ORCA input):
```
! RIJCOSX wB97M-V def2-TZVPD def2/J DEFGRID3
* xyz 1 1
H 1.91 -1.33 -2.95
H -0.87 2.65 3.78
H 2.64 2.53 -3.96
N 0.98 0.79 -2.44
C 3.76 2.00 -0.29
O -1.72 -0.85 -2.45
H 4.14 2.85 -0.86
H 3.63 2.31 0.76
C -1.12 -2.34 1.89
H 3.20 3.36 -2.50
O 0.58 0.66 -3.66
C 2.49 1.46 -0.81
C 1.93 1.71 -2.09
H 1.54 3.59 -3.04
H -1.44 -0.75 -3.39
N 1.83 0.54 -0.07
O -2.52 1.08 2.01
C -2.12 -2.80 0.99
P -1.39 1.61 0.97
H -2.62 -4.72 1.81
H -1.24 -3.90 3.34
H -1.71 4.91 -0.21
H 3.18 -1.30 -3.97
H 2.59 -3.29 -1.91
C 2.34 2.85 -2.95
H 4.53 1.21 -0.31
C 3.16 -3.03 -2.79
O -2.02 2.97 0.33
N -0.31 -1.38 1.40
H -1.05 3.72 -1.39
C -3.91 0.94 1.64
O -2.80 -2.70 -1.17
H 0.88 2.30 3.60
N -2.11 -2.17 -0.20
H -0.18 4.04 0.15
H -4.41 1.92 1.69
C -1.17 3.96 -0.32
C -3.10 -3.88 1.30
H 2.97 -3.77 -3.56
O 2.78 -1.75 -3.20
H -0.28 0.94 3.69
H -1.77 -2.31 3.93
H 4.21 -3.00 -2.50
C -1.02 -2.82 3.30
O -0.16 2.07 1.91
H -4.34 0.27 2.40
H 1.35 -0.46 1.75
O 0.56 -0.84 2.33
O 2.48 0.09 0.96
C -0.13 1.97 3.34
H -3.92 -3.52 1.94
Bi -0.46 -0.26 -0.69
H -3.54 -4.24 0.36
H -2.21 -1.72 -2.23
H -4.04 0.49 0.65
H -0.02 -2.64 3.71
*
```

Properties
Lowest unoccupied orbital energy (alpha / beta), eV: -3.693 / -3.673
HOMO-LUMO gap (alpha / beta), eV: 5.73 / 5.75
HOMO energy (alpha / beta), eV: -9.4 / -9.4

A structure of composition C12H29CdO11 at a distorted geometry, computed with the ωB97M-V functional and the def2-TZVPD basis.

Structure (ORCA input):
```
! RIJCOSX wB97M-V def2-TZVPD def2/J DEFGRID3
* xyz 1 1
H 3.70 -1.37 -0.56
H 0.05 -3.60 0.77
H 1.74 3.86 -2.22
H 0.15 1.25 2.07
H -1.65 0.78 4.01
H -2.25 0.91 -0.84
H -0.69 0.70 -5.77
C -1.52 -0.78 5.56
C -2.53 1.26 0.16
C 1.96 2.88 -0.57
H 1.31 1.00 -1.47
H 0.41 -1.37 -6.12
C 0.56 -1.00 -5.11
H -3.12 -0.20 4.26
O -0.65 0.42 -3.74
C 0.02 0.43 -5.00
O 1.96 -1.71 1.02
H -3.55 0.99 0.41
O 1.26 3.80 -1.39
O -1.57 -2.20 5.26
H 1.57 -1.15 -4.72
O -0.29 -1.72 -4.19
C -0.99 -0.85 -3.44
C -0.21 -2.62 0.35
H -0.52 -0.49 5.89
H 3.56 -1.62 -2.06
O -1.81 -1.14 -2.62
H 3.06 1.02 -0.79
H -1.45 -0.17 1.05
H -0.84 -2.81 -0.51
H 1.29 2.69 0.27
H -0.73 -2.08 1.15
C -1.39 -2.35 3.93
O 4.22 -1.45 -1.37
Cd 2.98 -2.45 2.57
C -2.39 2.78 0.20
H 0.82 1.17 -4.99
H -1.35 3.09 0.06
H 2.63 1.75 -2.26
H 1.08 0.05 1.95
H -3.00 3.26 -0.57
C 1.07 -1.92 -0.07
O -1.56 -1.16 3.31
H 0.84 -0.89 -0.38
C 2.22 1.54 -1.25
H 2.87 3.30 -0.12
H -2.19 -0.63 6.40
C -2.03 -0.20 4.26
O -1.19 -3.38 3.38
H -2.74 3.18 1.15
O -1.59 0.78 1.13
H 1.54 -2.48 -0.87
O 0.95 0.86 2.45
*
```

Properties
Lowest unoccupied orbital energy, eV: -8.129
Relative energy (zero: lowest compared OMol25 entry of this formula, charge and spin), kJ/mol: 0.0
HOMO-LUMO gap, eV: 4.25
HOMO energy, eV: -12.4

A cluster of 3 separate species, C12H29IN3O9S2 in total at a distorted geometry, computed with the ωB97M-V functional and the def2-TZVPD basis.

Structure (ORCA input):
```
! RIJCOSX wB97M-V def2-TZVPD def2/J DEFGRID3
* xyz 1 1
H 5.66 -1.87 1.34
H 7.23 0.17 1.02
O -1.93 -0.60 -3.77
C -2.84 2.91 3.31
H 6.50 1.74 -0.49
O -1.48 1.05 -5.61
H -5.89 -0.56 4.39
O -0.97 -1.36 -5.93
H -2.15 -0.83 -8.26
H 1.43 -2.27 2.44
C -2.14 -2.00 -6.44
H 4.45 1.59 1.32
C -0.22 1.15 0.27
H -3.04 2.38 2.38
N 1.63 -2.67 1.52
N 1.24 -0.94 -0.22
O 4.21 -1.10 -0.10
H 0.83 -0.95 -3.87
H 1.17 0.13 -5.27
H 5.80 1.26 2.59
H -3.25 -0.24 -7.02
H 0.66 -0.22 1.80
H -4.78 3.79 3.52
H -2.13 2.32 3.88
O -3.17 0.12 4.80
H 4.56 -0.06 2.25
H -3.93 3.61 5.05
C 6.16 0.18 0.65
C 5.14 0.81 1.77
H -1.81 -2.93 -6.91
H 0.38 -1.43 -0.50
H -3.67 -1.69 -7.93
O -4.16 1.51 6.65
H 1.90 0.77 0.87
H 6.23 -1.84 -0.42
O -4.83 1.90 4.28
C -2.84 -1.14 -7.47
H -2.81 -2.27 -5.62
C 0.93 0.16 0.76
N 3.45 -2.23 0.03
H -2.37 3.87 3.08
H 3.84 -2.88 0.73
O 5.95 0.93 -0.58
S -1.14 -0.14 -4.88
S -4.27 0.85 5.37
H -6.54 0.34 5.80
I -2.12 0.57 -0.60
C -5.69 -0.21 5.40
H 0.64 0.83 -3.71
C 0.55 -0.03 -4.38
O -0.02 2.38 0.43
H 1.56 -3.69 1.33
H -5.45 -1.06 6.05
C 2.09 -1.92 0.45
C -4.12 3.13 4.09
C 5.57 -1.30 0.34
*
```

Properties
Lowest unoccupied orbital energy, eV: -5.993
Relative energy (zero: lowest compared OMol25 entry of this formula, charge and spin), kJ/mol: 140.5
HOMO-LUMO gap, eV: 6.52
HOMO energy, eV: -12.5

A structure of composition C12H29MnN4O6P at a distorted geometry, computed with the ωB97M-V functional and the def2-TZVPD basis.

Structure (ORCA input):
```
! RIJCOSX wB97M-V def2-TZVPD def2/J DEFGRID3
* xyz 0 6
P 0.96 1.88 0.27
H -4.77 1.85 -0.06
H -1.51 -5.25 1.30
C 2.62 1.90 1.08
Mn -0.42 -0.66 -0.31
H 4.39 -1.40 0.89
H -2.01 -1.81 0.05
N -1.71 0.71 -0.98
H 2.58 1.28 1.98
H 0.46 2.99 -1.82
O -2.43 -4.99 1.19
O -1.51 1.29 -2.10
H 3.08 -1.25 -3.33
H -2.61 -4.24 1.78
N 1.24 -1.33 0.72
C -2.63 0.70 1.15
C -2.77 1.12 -0.19
H 3.35 -2.65 1.67
C -3.91 1.93 -0.74
H 4.07 -2.94 0.05
H -3.64 3.00 -0.85
H -4.41 1.64 1.89
C -1.24 -2.22 -0.68
H -4.18 1.52 -1.73
H 3.79 -2.50 -2.24
H 4.31 -0.80 -2.09
H -0.10 2.69 2.30
H -0.81 3.46 0.88
C -3.57 1.03 2.27
O -1.06 -0.28 2.53
H 1.64 3.99 -0.95
H -3.07 1.61 3.07
H 0.72 4.07 1.54
H -3.99 0.11 2.69
H -0.24 -2.73 -0.49
C 1.35 2.95 -1.18
H 3.01 2.89 1.38
H -1.81 -3.11 -0.93
O 1.09 -0.10 -2.88
O 1.31 -1.38 2.07
C 3.61 -2.18 0.71
H 0.39 -1.00 2.35
O -1.59 -1.55 -2.55
C 2.38 -1.61 0.06
C 3.43 -1.45 -2.31
H 2.16 2.50 -1.78
H 3.37 1.46 0.40
C 0.14 3.15 1.34
H -1.61 -2.50 -2.81
N 1.12 -0.69 -1.63
C 2.31 -1.25 -1.33
N -1.48 -0.06 1.33
H 0.16 0.20 -2.98
*
```

Properties
Lowest unoccupied orbital energy (alpha / beta), eV: -0.835 / -1.604
HOMO-LUMO gap (alpha / beta), eV: 4.39 / 5.84
HOMO energy (alpha / beta), eV: -5.2 / -7.4

A cluster of 2 separate species, C12H29N2O5PS2 in total at a distorted geometry, computed with the ωB97M-V functional and the def2-TZVPD basis.

Structure (ORCA input):
```
! RIJCOSX wB97M-V def2-TZVPD def2/J DEFGRID3
* xyz 0 1
H -4.32 1.13 -4.59
C 1.78 -2.89 -0.47
H 0.95 0.79 -3.54
H 0.81 -1.78 -2.32
H 0.58 -1.00 0.46
S 2.96 4.09 0.89
O -4.06 1.52 -3.73
H -4.84 1.65 -3.15
N 0.18 4.59 1.76
C -2.59 -3.05 2.51
H -3.35 -3.90 2.48
H 2.67 -2.96 -1.19
P 0.65 -1.38 -0.92
H 2.10 -2.85 0.63
H 0.57 2.29 -2.44
H -0.67 1.68 -3.62
C 0.18 1.34 -2.92
C 3.56 1.29 0.62
O -0.72 -2.44 -0.84
H 3.18 -0.86 -0.68
C 2.25 -0.31 -1.06
H -1.92 4.01 -0.76
H 4.45 2.59 2.18
H -1.14 -2.24 4.08
C 2.19 1.07 -0.22
H -2.09 -3.76 4.59
C -1.36 -3.26 1.50
H 3.86 0.34 1.17
H -1.53 -4.29 1.01
H -2.65 -2.40 -0.07
C -2.16 -2.77 4.02
H 1.17 -3.83 -0.63
H 1.36 1.07 0.55
H 2.16 1.96 -0.94
C -1.57 -2.20 0.29
H 4.39 1.57 -0.10
O -1.87 -0.28 -2.23
H -1.57 -1.14 0.68
O 0.31 3.96 -0.33
H -3.35 0.98 -3.29
O -1.08 1.18 -0.43
C 3.42 2.48 1.69
C 1.15 4.23 0.78
S -0.60 0.31 -1.59
H -2.95 -2.10 4.50
H 2.64 2.17 2.48
C -1.04 4.16 -0.07
H -0.34 -3.18 1.98
H -3.16 -2.12 2.15
H 2.49 -0.06 -2.16
N -1.09 4.58 1.31
*
```

Properties
Lowest unoccupied orbital energy, eV: -2.322
HOMO-LUMO gap, eV: 5.09
HOMO energy, eV: -7.4

A structure of composition C12H29NO13S2V at a distorted geometry, computed with the ωB97M-V functional and the def2-TZVPD basis.

Structure (ORCA input):
```
! RIJCOSX wB97M-V def2-TZVPD def2/J DEFGRID3
* xyz -2 2
H 2.03 -0.33 -5.66
H -3.54 -1.19 5.00
O 0.92 1.31 1.96
N 0.34 5.62 -0.58
H 2.44 3.43 2.89
C -0.59 4.55 -0.87
H -0.84 3.94 -0.01
H -1.45 0.01 -2.26
H -2.32 2.19 -4.08
O 2.29 1.44 -3.34
C 1.09 0.03 -5.27
V -1.03 0.17 1.22
H 1.33 -2.72 -0.66
H -1.97 -1.93 5.46
H 3.02 2.02 -0.57
H 2.91 0.52 0.40
O -0.40 -0.92 0.23
C 2.36 1.38 0.01
S 1.29 -4.78 0.40
H -1.45 -0.18 -4.04
C 2.83 3.00 1.96
O 0.39 5.97 0.55
H -1.00 -2.92 1.92
C -2.56 1.60 -3.19
H 1.09 -3.98 -1.77
H -2.23 -0.17 5.66
C 0.70 -3.59 -0.83
O -2.67 -0.06 2.85
O -0.21 1.24 -3.24
H -0.17 3.86 -1.60
H 1.50 1.07 -0.59
H 0.90 0.98 -5.77
O 2.76 -4.82 0.34
H -1.29 -4.41 1.13
H -1.43 5.05 -1.36
O 0.75 -3.95 1.68
O 0.52 -6.02 0.22
O -0.71 -0.79 3.42
H -0.88 -4.06 4.12
H -0.34 -3.41 -0.58
C -1.93 -0.64 3.70
C 1.75 2.17 1.18
C -0.68 -3.96 1.92
H -0.38 -5.54 3.41
O 0.95 6.15 -1.53
H -2.53 2.23 -2.30
H 3.26 3.83 1.41
H 1.17 2.99 0.76
H -2.09 -5.06 3.24
S 1.25 0.43 -3.43
H -3.60 1.28 -3.20
C -1.06 -4.70 3.25
O -1.77 1.28 0.38
H 3.68 2.40 2.28
C -2.46 -1.05 5.06
H 0.25 -0.66 -5.41
O 1.23 -0.81 -2.63
C -1.44 0.54 -3.21
*
```

Properties
Lowest unoccupied orbital energy (alpha / beta), eV: 3.866 / 3.866
Relative energy (zero: lowest compared OMol25 entry of this formula, charge and spin), kJ/mol: 0.0
HOMO-LUMO gap (alpha / beta), eV: 3.60 / 4.87
HOMO energy (alpha / beta), eV: 0.3 / -1.0

The ion C12H29NO6P with charge +1 at a distorted geometry, computed with the ωB97M-V functional and the def2-TZVPD basis.

Structure (ORCA input):
```
! RIJCOSX wB97M-V def2-TZVPD def2/J DEFGRID3
* xyz 1 1
H -2.12 4.09 -0.45
H -0.80 2.63 -1.71
O -2.77 1.03 -2.37
O -3.31 0.04 0.06
H 0.38 2.90 -0.27
H -0.42 -0.75 3.71
C -0.59 0.47 1.16
H 0.79 -3.35 -0.96
H -2.82 2.57 0.42
H 1.26 -3.35 3.38
C 1.34 -2.22 3.04
H -1.71 -1.64 1.23
H 3.65 -3.17 -1.89
H 0.74 -3.87 -2.84
H -2.03 1.04 -3.08
H -3.32 3.60 2.35
H -1.51 0.86 1.75
C 2.24 -0.26 -2.51
N -0.61 0.85 -0.34
C 2.64 -2.66 -2.28
H -1.33 4.99 1.59
O 0.54 0.34 -0.80
H 1.87 -2.12 1.99
H 0.01 -0.33 -2.87
C -0.62 -1.19 1.37
H 2.30 -0.50 -3.66
C 0.84 0.94 1.88
H -0.91 -2.51 3.25
H 0.72 1.41 -2.76
H -1.84 -1.47 -2.59
H 0.75 1.02 3.06
O -1.90 -1.53 -1.57
O 2.56 -1.36 -1.60
C -1.38 3.81 1.69
H 0.15 -1.76 0.69
H 3.01 0.62 -2.27
P -2.11 0.14 -0.99
H 1.68 0.15 1.57
C -0.65 2.36 -0.56
H 1.98 -1.61 3.85
C -0.20 -1.60 2.94
H 1.96 -4.76 -1.60
O -2.39 3.55 2.76
H 2.73 -2.63 -3.44
C 0.71 0.36 -2.24
C 1.44 -3.72 -1.89
H -0.34 3.46 2.09
C -1.82 3.16 0.24
H 1.22 1.98 1.51
*
```

Properties
SMILES: CCC[C@@H](C)[N@@+](CCCO)(OCCOCC)P(=O)(O)O
Lowest unoccupied orbital energy, eV: -3.702
HOMO-LUMO gap, eV: 9.37
HOMO energy, eV: -13.1

A structure of composition C12H30AgIN6O6 at a distorted geometry, computed with the ωB97M-V functional and the def2-TZVPD basis.

Structure (ORCA input):
```
! RIJCOSX wB97M-V def2-TZVPD def2/J DEFGRID3
* xyz 1 2
C 1.98 -12.01 -14.68
C 3.77 -11.65 -21.66
H 7.66 -10.34 -16.66
C 6.64 -10.15 -16.30
H 2.35 -17.25 -18.11
Ag 4.76 -13.21 -18.02
H 1.97 -14.35 -17.18
H 5.09 -18.05 -16.35
H -0.33 -13.24 -19.97
C 5.65 -10.13 -17.45
H 3.01 -18.34 -16.85
O 3.93 -12.97 -15.57
H 6.35 -10.89 -15.56
H 6.64 -9.18 -15.80
H 0.60 -11.70 -19.79
H 1.67 -11.16 -14.05
O 5.39 -12.01 -19.92
I 7.36 -14.06 -17.20
H 3.68 -12.72 -21.85
N 5.05 -17.06 -16.49
H 2.68 -16.24 -20.09
H 1.40 -12.86 -14.31
C 1.58 -13.17 -18.76
O 2.73 -12.70 -18.72
C 4.56 -15.49 -20.68
H 3.71 -11.10 -22.60
O 4.47 -14.53 -19.91
N 5.44 -15.48 -21.71
H 5.15 -11.76 -13.59
C 3.95 -16.44 -16.92
C 0.66 -12.78 -19.89
O 3.93 -15.22 -17.10
H 5.26 -16.23 -22.36
H 1.55 -11.91 -15.68
N 5.96 -10.61 -21.58
N 1.25 -14.08 -17.83
H 3.86 -17.51 -20.23
H 6.81 -10.45 -21.06
C 5.11 -11.46 -20.98
C 3.53 -16.57 -20.67
O 4.74 -10.93 -17.59
H 5.01 -8.96 -18.95
H 0.35 -14.53 -17.84
H 6.21 -8.22 -17.95
H 6.05 -14.69 -21.76
C 2.70 -17.33 -17.09
N 5.73 -9.05 -18.26
H 2.93 -11.32 -21.06
H 1.94 -16.99 -16.39
H 3.11 -16.83 -21.64
H 5.72 -10.17 -22.44
H 5.85 -16.45 -16.38
H 3.71 -11.10 -13.04
C 3.47 -12.23 -14.72
H 1.11 -13.03 -20.85
N 4.18 -11.59 -13.78
*
```

Properties
Lowest unoccupied orbital energy (alpha / beta), eV: -1.636 / -5.388
Relative energy (zero: lowest compared OMol25 entry of this formula, charge and spin), kJ/mol: 90.0
HOMO-LUMO gap (alpha / beta), eV: 8.68 / 4.83
HOMO energy (alpha / beta), eV: -10.3 / -10.2

Number 1: electronic energy -52415.4781 eV. Number 2: electronic energy -39990.7872 eV. Number 3: electronic energy -65569.9380 eV. Number 4: electronic energy -71757.4070 eV. Number 5: electronic energy -57080.7493 eV. Number 6: electronic energy -88376.9228 eV. Number 7: electronic energy -35963.3396 eV. Number 8: electronic energy -46253.8929 eV.